No. 1
One molecule with the formula C8H10ClNO2, computed with ωB97M-V/def2-TZVPD.

The LUMO energy comes out at -0.796 eV. As for the energy: -976.07914 hartree. As for the SMILES: C/C(=C/C=C\C=C\CCl)[N+](=O)[O-]. The calculation puts the relative energy (zero: lowest compared OMol25 entry of this formula, charge and spin) at 123.0 kcal per mole. The charge is 0.

The geometry in XYZ format:
```
22
Properties=species:S:1:pos:R:3:forces:R:3:lowdin_charge:R:1
Cl -4.0847 1.5523 0.9814 0.2 0.3 0.3 0.5097
O 3.1596 0.4052 1.5829 -0.6 -0.4 -0.5 0.0666
O 3.9849 1.4746 -0.0277 2.1 1.8 -2.0 0.1107
N 3.1025 0.8443 0.4258 -0.5 -2.0 3.8 -0.3830
C -0.3235 -2.0431 0.9463 -0.6 0.7 -0.3 -0.0797
C -1.6023 -1.4593 0.5386 -0.4 -0.5 -0.4 -0.1229
C -1.9899 -0.1936 0.5518 0.0 1.4 -0.9 -0.1836
C 0.8977 -1.5282 0.7430 -1.8 0.8 -1.1 -0.0434
C -3.2398 0.3986 -0.0882 -2.2 -2.0 -1.0 -0.5993
C 1.6804 1.5627 -1.4249 -0.1 0.3 -0.3 -0.0320
C 1.9350 0.5970 -0.3205 -3.0 -0.8 -1.6 -0.2048
C 1.0145 -0.3895 -0.1781 1.6 0.2 1.6 -0.0047
H 0.7168 2.0911 -1.3829 0.3 -0.2 0.3 0.0968
H -1.3074 0.5249 0.9744 0.1 0.4 0.1 0.1057
H 0.1948 -0.3642 -0.8729 -0.1 0.3 -0.3 0.1140
H 2.4873 2.2534 -1.4140 0.4 0.9 -0.3 0.0627
H -2.3087 -2.2078 0.2073 -0.3 -0.1 -0.2 0.1095
H -0.5077 -3.0118 1.3408 0.6 -0.7 0.8 0.0970
H -3.1624 0.9582 -1.1059 0.4 -1.3 1.8 0.0976
H 1.7120 -2.0632 1.0919 1.7 -0.6 0.6 0.0894
H -4.0761 -0.4573 -0.1961 2.1 1.7 -0.2 0.1081
H 1.7172 1.0557 -2.3729 0.0 -0.2 -0.5 0.0858
```
Positions in Å, forces in eV/Å.

No. 2
C36H44F4HfN8O3PS as an isolated structure, computed with ωB97M-V/def2-TZVPD.

The LUMO energy comes out at -3.268 eV. As for the energy: -3248.91680 hartree. The calculation puts the relative energy (zero: lowest compared OMol25 entry of this formula, charge and spin) at 0.0 kcal per mole. The charge is +1.

The geometry in XYZ format:
```
98
Properties=species:S:1:pos:R:3:forces:R:3:lowdin_charge:R:1
Hf -0.1175 0.1370 -0.4476 -0.7 -0.2 0.9 1.7114
S -2.4235 -2.3790 -1.6338 0.6 0.3 0.0 0.4564
P -3.6533 0.9257 -0.2317 0.5 0.1 0.1 0.8834
F 2.3123 1.1580 -0.6427 0.0 0.0 0.0 0.0091
F 3.2592 -3.4370 -0.0475 0.0 0.1 0.0 0.0987
F 4.7648 1.5369 -1.6402 0.0 -0.1 0.0 0.0983
F 5.6728 -3.0472 -1.0104 0.0 0.1 0.0 0.1109
O -2.1739 0.5529 -0.0373 -0.3 0.1 -0.2 -0.4553
O 0.7109 -0.1000 -2.3250 -0.5 -0.4 -0.3 -0.2287
O -0.6947 3.0571 -3.1156 0.1 -0.2 0.7 0.0211
N -0.7916 2.1540 -2.3196 -0.1 0.5 -0.3 -0.0604
N -0.4848 -0.7527 2.0533 -0.1 -0.1 -0.2 -0.2184
N 0.7113 2.0357 1.2931 0.1 0.1 -0.1 0.0323
N 1.3934 -1.1675 0.1958 0.5 -0.5 -0.2 -0.1505
N -0.9757 -1.3675 -1.7065 -0.8 -0.3 0.1 -0.4994
N 0.6574 4.4566 -1.3413 0.1 0.0 0.1 0.2466
N -0.2238 2.2740 -1.0736 0.1 0.6 -1.0 -0.0850
N 0.8316 3.2805 0.6448 0.2 0.1 0.1 0.0260
C -0.9757 -1.0719 -4.9606 -0.1 0.0 -0.1 -0.0305
C 0.6580 -1.5904 4.1714 0.1 -0.1 0.1 -0.0581
C -6.5394 0.0135 -2.8980 0.0 0.0 0.1 -0.0564
C -5.5499 -1.7519 2.1036 0.0 0.0 0.0 -0.0500
C -4.4749 0.5388 -1.7643 -0.1 -0.2 -0.2 -0.3154
C -3.7563 2.7184 -0.0872 -0.1 0.2 -0.1 -0.2699
C -5.8184 0.1639 -1.7201 0.0 0.0 0.0 -0.0717
C -5.9327 0.2520 -4.1184 0.0 0.0 0.0 -0.0556
C -4.8077 -1.1718 1.0900 0.0 0.1 0.0 -0.0937
C -0.5004 -2.0916 1.4111 0.0 0.0 0.1 -0.2155
C -5.2233 1.0122 2.0541 -0.1 -0.1 0.0 -0.0719
C 3.1731 0.0876 -0.7449 0.1 0.2 -0.1 -0.1460
C 3.5957 -2.1877 -0.4098 0.2 -0.2 -0.2 -0.1344
C 0.4355 3.3545 -0.6445 -0.3 -0.1 -0.1 -0.4007
C -2.8085 3.4188 0.6579 0.0 0.0 0.0 -0.0975
C 0.0372 -1.7323 -4.0185 0.1 0.1 0.0 -0.5328
C -4.5968 0.6318 -4.1663 0.0 -0.1 0.0 -0.0570
C -0.2022 -3.2416 -3.9856 0.0 -0.1 0.0 -0.0623
C -0.1441 -1.1061 -2.6585 0.8 0.3 0.0 -0.4792
C -2.0206 0.7827 3.3300 0.0 0.1 0.1 -0.0556
C -6.1289 -0.9583 3.0894 0.0 0.0 0.0 -0.0558
C 5.3169 -0.7532 -1.3597 0.0 0.1 0.0 0.0794
C -3.8674 0.7627 -2.9993 0.0 0.0 0.0 -0.0799
C -4.8915 4.7985 -0.5434 0.0 0.0 0.0 -0.0535
C -4.6417 0.2189 1.0663 -0.2 -0.1 0.3 -0.3098
C 4.8690 -1.9826 -0.9294 -0.1 -0.3 0.1 -0.2051
C -4.8008 3.4212 -0.6900 0.1 0.0 0.0 -0.0476
C 4.4261 0.2980 -1.2536 0.1 0.1 -0.1 -0.2130
C 1.4648 -1.4679 -4.5113 0.0 0.0 -0.1 -0.0400
C 0.8434 -2.4111 0.7735 0.4 0.2 0.0 -0.1919
C -5.9684 0.4193 3.0658 0.0 0.0 0.0 -0.0666
C 0.6402 -0.6108 3.0069 -0.1 0.1 0.1 -0.2525
C -2.8990 4.7957 0.8023 0.0 -0.1 0.0 -0.0707
C -3.9430 5.4858 0.2001 0.0 0.0 0.0 -0.0637
C 2.6869 -1.1389 -0.3052 -0.8 -0.1 0.4 -0.1650
C -1.7884 -0.5873 2.7311 0.1 -0.1 -0.1 -0.2379
H 1.6380 1.6748 1.5058 -0.1 0.0 0.1 0.1066
H -5.6823 -2.8256 2.1237 0.0 0.0 0.0 0.1150
H -0.7618 -2.8823 2.1226 0.0 0.0 0.0 0.1329
H -1.8934 -1.3577 3.5041 0.0 0.0 0.0 0.1255
H 0.1764 2.1464 2.1491 0.0 0.0 0.0 0.0905
H 1.5969 -1.4796 4.7151 0.0 0.0 0.0 0.0867
H -0.7794 -1.4021 -5.9827 0.0 0.0 0.0 0.0927
H -6.4950 0.1366 -5.0358 0.0 0.0 0.0 0.1122
H 1.5101 3.9441 0.9934 -0.1 0.0 0.0 0.1658
H -4.3360 -1.7790 0.3215 0.0 0.0 0.0 0.0623
H -5.5365 2.8984 -1.2869 0.0 0.0 0.0 0.1122
H -6.7119 -1.4180 3.8769 0.0 0.0 0.0 0.1115
H -6.4267 1.0334 3.8293 0.0 0.0 0.0 0.1110
H 1.5636 -1.8879 -5.5141 0.0 0.0 0.0 0.0911
H 1.5639 -0.6862 2.4379 0.0 -0.1 0.0 0.0988
H 2.2026 -1.9567 -3.8710 0.0 0.0 0.0 0.0866
H -1.9524 1.5585 2.5663 0.0 0.0 0.0 0.0379
H 0.3371 4.5044 -2.2981 0.0 -0.1 0.0 0.1062
H -1.9860 -1.3743 -4.6868 -0.1 0.0 0.0 0.0735
H 0.6859 -3.1749 0.0088 0.0 0.0 0.0 0.1268
H -7.5770 -0.2894 -2.8549 0.0 0.0 0.0 0.1119
H 1.5264 -2.8261 1.5189 0.0 0.0 0.0 0.1174
H 0.6012 -2.6269 3.8377 0.0 0.0 0.0 0.0771
H -1.3173 -2.0993 0.6739 0.1 0.0 -0.1 0.0327
H 1.1452 5.2368 -0.9347 0.0 0.0 0.0 0.1347
H -1.3319 1.0191 4.1432 0.0 0.0 0.0 0.0776
H -6.3138 -0.0179 -0.7756 0.0 0.0 0.0 0.1072
H -2.5512 -0.8013 1.9865 0.1 0.0 0.1 0.0768
H -0.9073 0.0197 -4.9384 0.0 0.0 0.0 0.0870
H 0.6039 0.4038 3.4123 0.0 0.0 0.0 0.0915
H 0.4977 -3.7421 -3.3130 0.0 0.0 0.0 0.0904
H -4.0187 6.5595 0.3121 0.0 0.0 0.0 0.1114
H -0.1505 -1.4188 4.8823 0.0 0.0 0.0 0.0758
H 6.3089 -0.6236 -1.7655 0.0 0.0 0.0 0.1421
H -5.7025 5.3359 -1.0163 0.0 0.0 0.0 0.1138
H 1.7066 -0.4081 -4.5552 -0.1 0.0 0.0 0.0829
H -0.0285 -3.6248 -4.9938 0.0 -0.1 0.0 0.0915
H -5.1056 2.0882 2.0389 0.0 0.0 0.0 0.1096
H -1.2110 -3.4942 -3.6670 0.0 0.0 0.0 0.0170
H -1.9979 2.8780 1.1253 0.0 0.0 0.0 0.0614
H -2.1643 5.3303 1.3915 0.0 0.0 0.0 0.1053
H -2.8228 1.0246 -3.0597 0.1 0.0 0.1 0.0797
H -3.0291 0.8353 3.7424 0.0 0.0 0.0 0.0789
H -4.1169 0.8092 -5.1185 0.0 0.0 0.0 0.1121
```
Positions in Å, forces in eV/Å.